No. 1
DFT (ωB97M-V/def2-TZVPD) results for a 14-piece molecular cluster, C48H99N3O33 overall at a distorted geometry.

The geometry in XYZ format:
```
183
Properties=species:S:1:pos:R:3:forces:R:3:mulliken_charge:R:1
C 6.756022 -2.493549 4.696356 1.46 1.05 -1.25 -0.74
O 1.854287 -3.233430 -4.383879 -0.95 0.43 1.26 -0.12
C 3.649934 -0.311198 1.755532 -0.12 2.13 -1.97 -0.28
C -1.832145 -3.003417 -1.734950 1.09 -0.13 -0.06 -0.27
H -1.599022 8.082126 5.795654 0.12 0.24 0.43 0.36
H 3.013067 2.291497 3.344091 -0.12 -0.26 0.14 -0.36
H -3.456048 -4.241633 -6.633323 -0.12 0.09 -0.17 0.37
C -5.020973 -4.612367 -0.644558 0.12 -0.14 -0.17 -0.26
H 6.399277 4.576667 0.870035 0.21 0.15 -0.41 0.49
H 2.676658 0.129980 1.970464 -0.43 -0.96 -0.04 -0.15
C -2.438088 8.088444 5.099938 1.99 0.53 -1.31 -0.64
C -0.472249 -8.496279 -0.853603 -0.23 -1.12 0.32 -1.02
H -0.436180 -1.434652 4.519121 -0.18 -0.16 0.01 0.21
H 5.498647 -1.587621 -0.939616 0.67 0.79 0.08 0.25
H 4.373999 -1.566337 -2.206289 -0.25 0.45 -0.30 -0.01
C 5.328457 -1.128809 -1.913585 -0.65 0.30 -0.71 -0.51
H -0.116625 -1.684284 -1.798111 0.25 -0.14 -0.24 -0.11
O -5.560783 -5.455112 -4.050330 0.49 -0.75 -0.36 -0.55
H 2.314520 4.033832 -0.681157 0.47 -0.50 -0.35 0.32
C -0.178133 -0.686302 0.553416 -0.78 0.55 -0.79 -0.41
C 4.425822 3.176629 -3.727313 -0.08 0.65 -0.76 -0.72
C -3.698302 3.441021 -2.597678 0.12 0.41 0.51 -0.34
O -6.289186 -4.047147 1.712684 -1.09 -0.95 -0.93 -0.60
O 0.272844 0.699529 -1.567167 -0.21 -0.74 -0.36 -0.21
H -2.551112 -4.884096 1.822358 -0.16 0.02 0.56 0.38
H 1.694067 1.764071 -4.572300 -0.17 -0.21 -0.04 -0.29
H -2.774391 -1.216189 -3.994493 -0.05 -0.86 -0.08 0.25
H 0.527669 -8.864964 -0.624812 -0.07 -0.02 -0.11 0.31
H -4.559221 -5.176200 -1.455101 -0.52 -0.47 0.08 0.30
H -2.296163 -5.223018 6.906191 0.91 0.08 -0.30 0.31
H 1.234166 1.193336 -6.226363 0.77 -0.41 0.25 0.43
H 5.339530 2.423539 0.177373 -0.02 0.13 -0.20 0.17
H -9.077250 -7.050213 -3.930903 0.10 0.69 -0.44 0.25
H -3.511222 5.346559 5.045940 -0.46 0.72 -0.42 0.33
H 0.031987 6.995798 -6.792678 -0.64 -0.82 -0.12 0.24
H 2.373696 0.994478 -1.594824 -0.10 0.76 -0.35 -0.28
O -6.619439 -3.472928 -3.797736 -1.63 -2.07 -0.53 -0.41
C 0.748531 0.962685 4.350715 -2.26 0.65 0.73 0.57
O 6.152861 2.871289 5.579673 0.35 0.87 -0.46 -0.42
C 5.546932 1.644837 5.225067 -1.18 -0.13 -0.58 -0.31
O 5.266082 0.336486 -1.831571 -0.26 0.10 -0.59 -0.14
H 1.192729 -6.857720 -4.261290 -0.02 -0.53 -0.85 0.38
H 4.941179 3.053355 -4.679838 -0.42 -0.04 -0.13 0.37
H -2.475456 10.237275 4.850042 -0.16 0.27 -0.08 0.43
O 5.611358 3.559501 2.413041 0.26 -0.44 1.55 -0.02
O -7.805520 -5.384171 -3.637410 0.27 0.68 -0.49 -0.36
O -2.364298 4.070009 3.085451 0.42 -0.45 -1.83 -0.46
H -0.744602 5.032538 3.980781 0.42 -0.23 -0.46 0.22
H -1.750996 2.142706 2.739173 0.04 -0.17 -0.47 0.24
C 5.402322 -1.303545 3.028314 1.29 0.30 -0.80 0.53
H -1.512574 3.752738 4.917640 -0.06 -0.17 0.31 0.26
H -1.128859 -8.692519 -0.005996 -0.05 -0.42 -0.11 0.31
C -1.620861 3.118008 2.270185 -0.62 0.59 0.74 -0.22
C 5.425087 4.284504 1.262083 -0.34 -1.05 -1.15 -1.08
O -1.111323 -1.555086 -0.054638 -0.93 1.05 0.90 -0.53
C 4.911258 0.995127 -2.975168 -0.30 -1.41 -1.09 0.84
O 3.453709 2.914230 0.781775 0.16 0.43 -1.17 0.57
H 1.314334 6.627900 -5.735303 0.57 -0.31 -0.26 0.28
H -7.356905 -7.267385 -4.466525 -0.17 0.08 -0.04 0.30
O -1.694865 -3.633967 3.334421 -0.38 -1.46 -0.51 -0.15
C 0.286964 -6.305716 -4.512238 0.14 -1.24 0.30 -0.89
H -7.834691 -5.698845 3.476870 0.22 -0.27 -0.03 0.28
H 0.831956 -1.093904 0.594362 0.06 -0.44 0.19 0.22
O 4.180851 -0.725837 2.958262 1.32 -1.51 2.05 -0.07
C -0.641996 -2.326530 -1.091280 0.76 0.75 -0.73 -0.27
C -0.569244 10.707266 3.090785 0.28 0.68 1.78 -0.75
C 0.986130 3.812439 -6.127752 0.25 1.30 -0.49 0.75
O -0.892308 9.502635 3.694531 -1.83 -2.65 0.50 -0.28
C 2.471064 3.848685 0.381531 -0.73 0.21 1.13 -0.87
H 7.572933 2.825238 4.193441 -0.02 0.12 -1.10 0.37
H -0.962313 -1.122148 6.190078 -0.12 0.04 -0.18 0.15
O 5.018342 2.336366 -2.766791 0.05 -2.14 0.83 -0.27
H -2.097835 -4.856342 -5.811413 0.39 0.44 0.25 0.14
H -0.552112 3.301394 2.159584 0.18 0.41 0.61 0.03
H 1.635098 0.169610 -3.067194 -0.30 0.83 0.03 -0.34
H -1.755948 -0.442831 -2.822803 0.50 -0.61 0.62 0.14
C -0.474977 -7.097324 -1.035765 0.42 3.90 -0.63 0.57
H 1.521434 3.509215 0.795124 -0.03 -0.10 -0.03 -0.20
C 0.879825 1.594450 -5.276808 0.77 -0.67 -1.55 0.07
O -2.928592 -2.142836 -2.017247 0.92 0.27 -0.40 -0.22
C -2.659755 -1.043590 -2.924366 -0.99 0.51 0.88 -0.56
O 1.574646 1.894917 4.850399 -0.47 -2.33 0.77 -0.43
C 1.746784 -4.489265 -4.776589 0.69 -1.54 -1.54 0.43
H 4.102800 0.584173 1.329704 0.90 0.22 0.45 0.12
C -0.752508 -0.664944 5.223103 -1.23 -1.31 -0.80 -0.43
H -1.975902 3.186787 1.241930 -0.57 -0.22 0.22 0.22
C 6.894338 3.600052 4.550197 -0.58 -1.33 0.38 -0.82
H -2.531322 -3.056278 -5.773621 0.53 -0.19 0.05 -0.13
H 7.024408 4.886277 2.932984 -0.10 0.85 0.10 0.36
H 4.649237 3.916070 -0.614124 -0.16 -0.57 -0.55 0.21
H -1.034068 1.237485 -0.016841 -0.31 -0.32 -0.75 0.02
H -4.446807 3.834680 -1.910025 -0.60 -0.36 -0.35 0.34
H -5.477753 -3.739200 -1.110416 -0.23 -0.08 0.48 0.13
H -3.449601 -0.345681 -2.646584 -0.14 0.12 -0.20 0.20
H 3.880639 -2.759734 -4.329649 -0.06 -0.09 0.02 0.26
H 3.735442 -0.968872 0.890521 -0.48 -0.81 0.53 0.44
C 4.734881 3.322651 0.296167 0.19 0.82 0.47 -0.35
H -0.636342 -0.587744 1.537507 0.76 0.56 0.20 0.47
O -3.027359 -5.404707 4.202884 3.45 3.32 0.10 -0.62
O 2.148431 3.794916 -6.482260 -0.97 -0.29 0.60 -0.58
O 0.176414 4.921100 -6.174638 0.32 0.14 -0.09 -0.33
C 2.279111 2.750323 4.006575 -0.01 1.34 -0.62 0.21
H 4.564158 4.205980 -3.396559 0.22 -0.14 0.18 0.37
H -3.695573 -4.442967 6.646061 -0.25 0.95 -0.26 0.32
H 0.130917 0.867963 -4.961417 -0.12 0.54 0.52 0.21
C -8.029567 -6.824659 -3.731940 0.85 0.20 0.38 -0.65
C -2.267119 -4.396213 4.298071 -3.44 -0.82 0.22 0.63
H -4.493075 -3.261768 -3.716253 -0.33 -0.20 -0.41 0.36
N -1.063025 -3.733220 -8.621085 -0.92 -0.05 1.54 -0.42
O -7.485688 -5.971253 1.453001 -0.50 -1.02 -1.03 -0.36
H 7.595080 4.260823 5.060531 -0.54 0.37 0.34 0.42
H 5.342233 5.033691 3.722016 0.51 0.55 0.51 0.33
H -2.008102 -3.757954 -0.968254 -1.40 -0.14 -0.39 -0.06
C -2.264113 9.384783 4.204528 0.96 -1.05 0.44 -0.57
H 1.362189 6.027966 -7.490856 0.27 0.29 0.33 0.29
O 4.562348 0.418171 -4.019229 0.66 1.79 2.45 -0.62
H -9.173184 -6.485359 2.615590 0.60 -0.55 -0.62 0.25
C -5.439805 -2.727967 -3.633433 0.57 0.86 1.23 -0.69
H -2.334585 -3.209409 1.363656 0.26 0.27 0.45 0.13
H -7.849297 -7.294696 -2.765169 0.38 0.24 0.10 0.27
C -0.108019 0.681570 -0.163471 1.31 0.26 0.06 0.21
H 4.846448 5.200603 1.380593 -0.28 0.17 0.33 0.35
H -2.956458 9.311980 3.365803 -0.08 0.22 -0.06 0.31
H -0.957194 -4.340948 1.471650 0.27 0.38 0.33 0.20
O -2.217255 6.957546 4.258592 -1.60 -0.53 -0.60 -0.20
H -1.371538 11.143274 2.495539 0.20 -0.07 -0.40 0.29
H -1.500152 -3.498089 -2.647740 0.07 -0.27 -0.04 0.35
H -0.380953 11.310584 3.978858 -0.03 1.29 -0.30 0.30
C 2.945179 -2.386355 -4.746307 0.70 -0.96 -1.37 -0.50
H -5.469487 -2.333572 -2.617721 0.14 -0.21 0.24 0.28
C -6.609088 -5.043194 1.066644 0.59 2.04 3.87 0.82
H 2.840592 -1.339799 -4.460176 -0.69 -0.38 0.30 0.00
O 0.251840 0.233901 5.439153 3.27 2.84 -1.23 -0.42
H 2.759176 3.442112 4.698715 0.24 -0.06 -0.22 0.41
H 4.992898 1.264668 6.083325 -0.03 0.40 0.15 0.36
H 0.620890 1.335894 0.314690 0.34 -0.22 0.62 -0.19
H 2.003034 -0.625055 -1.660334 -0.68 -0.61 0.67 0.41
H -1.993440 5.790003 5.829205 -0.22 -0.36 0.63 0.43
H 6.097307 0.766244 4.888532 1.37 0.39 0.11 0.39
C -8.359656 -5.765735 2.523962 -0.50 1.64 1.34 -0.67
H -5.468966 -1.795522 -4.197162 -0.10 -0.47 -0.77 0.34
H -4.169104 -4.305729 -0.037606 -0.56 0.02 0.62 0.13
H 6.903628 -3.368070 4.062682 -0.51 -0.43 0.55 0.30
C 1.602347 0.333494 -1.990086 -0.18 -0.47 1.05 0.37
H 4.843185 1.766942 4.401708 -0.26 0.28 0.03 -0.18
O 6.199450 -1.318488 2.077293 -1.80 -0.57 2.90 -0.60
H -3.755014 2.360277 -2.727531 -0.12 0.14 0.15 -0.04
C -1.661308 -3.808997 -7.627729 0.43 0.01 -0.29 0.11
O -2.105321 -3.653089 5.432628 -0.12 -1.31 1.04 -0.18
C -3.791150 4.120367 -3.890222 0.06 -0.08 0.38 0.27
O 5.573210 -1.769834 4.352083 -0.85 0.72 -2.12 -0.25
O 2.522598 -5.097483 -5.546332 -2.57 1.62 2.61 -0.60
C 6.171270 4.400309 3.406382 0.63 -1.97 0.92 -0.45
H -0.858217 -8.933794 -1.774311 0.01 -0.37 0.20 0.30
N -0.459688 -5.947404 -1.221221 -0.12 -1.97 0.47 -0.40
H 2.995244 -2.459288 -5.832707 0.41 0.29 -0.05 0.38
H 0.057060 -3.004498 -0.601596 0.24 -0.80 -0.81 0.64
C -2.633188 -4.206260 6.704364 -0.24 -1.18 -0.97 -0.73
H -3.342537 8.062730 5.707735 -0.42 0.09 -0.49 0.41
O 0.260273 2.792699 -5.652568 -1.10 1.83 0.36 -0.35
H 3.348419 3.025285 -3.793653 0.12 -0.29 -0.24 0.10
H -2.812179 3.701186 -2.018704 0.52 -0.13 -0.63 0.18
N -3.923054 4.644269 -4.901572 0.05 0.03 -0.06 -0.39
C -1.697133 4.548131 4.195566 -0.13 1.35 0.55 -0.07
O 0.291604 0.942948 3.214836 1.29 -0.64 1.56 -0.02
C -6.573507 -4.852312 -3.880705 -0.60 1.02 0.98 0.86
C -2.492451 5.689486 4.865360 1.84 -0.29 0.71 -0.91
C -1.891060 -4.024150 1.936013 -0.34 -0.64 0.02 -0.51
O 0.556983 -4.984705 -4.191657 2.17 2.40 -0.70 0.07
H 7.631995 -1.898800 4.437408 0.06 0.38 -0.20 0.32
C -2.436973 -3.973990 -6.354127 -0.32 -0.30 -1.30 -0.05
H -0.460718 -6.711015 -3.830467 -0.26 0.53 -0.02 0.15
H -1.629524 -0.159824 4.818377 -0.24 -0.15 0.05 0.28
H -0.079780 -6.368335 -5.536770 0.40 -0.45 -0.09 0.36
O -6.008446 -5.467237 0.026906 1.78 -0.49 -3.33 -0.40
H 6.881604 -2.591217 5.774689 -0.93 -0.48 -0.17 0.30
H 6.043196 -1.405383 -2.688678 0.18 -0.05 0.34 0.37
H 0.413795 10.606772 2.630766 -0.39 -0.11 -0.58 0.24
C 0.776114 6.224732 -6.593133 0.04 -1.39 0.45 -0.64
H 2.662316 4.819939 0.837800 0.07 0.24 0.06 0.43
H -2.374808 -3.590045 7.565533 0.03 0.38 -0.65 0.26
H -8.876530 -4.809432 2.443827 0.12 0.23 -0.27 0.31
H 1.569917 3.324833 3.410677 0.02 0.02 -0.23 -0.05
```
Forces are in eV/Å.

The total energy comes out at -4535.12754 hartree. The largest force on an atom comes out at 4.790 eV/Å. The HOMO-LUMO gap comes out at 9.592 eV.

=====

No. 2
DFT (ωB97M-V/def2-TZVPD) results for a 2-piece molecular cluster, C28H29Cl2F2O3S overall at a distorted geometry.

The geometry in XYZ format:
```
65
Properties=species:S:1:pos:R:3:forces:R:3:nbo_charge:R:1
H -1.378177 -1.342302 2.226269 0.14 0.34 0.04 0.22
C 1.129232 -7.908305 2.540104 0.19 0.40 0.53 -0.24
H 0.504240 -3.770811 1.853528 0.18 0.10 0.11 0.20
C 4.866968 -0.521099 1.773073 0.38 -0.27 0.19 0.41
C -0.661205 4.037655 1.539908 -0.04 -0.07 -0.20 -0.07
H -3.261246 -2.054921 1.608734 -0.10 -0.01 0.19 0.21
H -4.584998 1.698490 3.245905 0.00 -0.12 0.07 0.24
C 2.808473 0.826279 3.036589 -0.05 -0.28 -0.47 -0.27
H -5.514105 0.208761 3.518802 0.09 -0.03 -0.04 0.19
H -0.820700 4.454379 3.667774 -0.04 0.10 -0.05 0.20
C 1.915346 -5.780668 3.407396 0.44 -0.09 0.38 -0.30
H -4.790550 -1.936988 2.499049 0.18 0.14 0.00 0.20
C -1.277549 4.785396 2.728603 -0.19 -0.13 0.23 -0.61
C -3.767699 -1.541223 2.435886 0.04 -0.07 -0.01 -0.61
H 1.239560 2.022766 1.557501 -0.37 -0.17 0.13 0.21
C -1.369456 4.533069 0.268671 -0.16 -0.10 -0.09 -0.61
C 0.504807 -8.165241 3.771383 1.09 1.59 -0.03 -0.07
H -3.937188 0.427180 4.309179 -0.10 0.03 -0.04 0.20
H -4.108838 -0.221307 0.060376 -0.10 0.04 0.03 0.20
H -2.444564 4.345945 0.333713 0.23 0.03 -0.08 0.24
C -4.506243 0.620126 3.393151 0.07 0.21 0.12 -0.61
C -4.603012 0.248132 0.917978 0.10 0.13 -0.08 -0.61
O 3.257957 -4.217769 1.844035 0.18 -0.03 0.02 -0.99
C 3.597378 -1.082004 1.747631 -0.43 0.53 -0.29 -0.24
C -3.801541 -0.028923 2.197375 0.42 0.01 0.02 -0.07
C 1.146748 -0.715824 2.046309 -2.20 1.99 -2.33 0.00
H -3.248997 -1.778399 3.375180 -0.08 -0.04 -0.25 0.22
C 2.498230 -0.353363 2.292944 2.40 0.98 0.47 -0.06
S 2.488065 -4.088470 3.069235 -2.01 0.67 -0.59 2.13
C -2.359857 0.531620 2.060179 -0.05 -0.35 -0.01 -0.14
H -0.970676 4.024248 -0.615647 -0.04 0.10 0.03 0.20
H 1.284728 4.036994 0.558761 0.05 0.04 0.17 0.20
Cl -0.086075 -2.984304 3.949497 -0.78 0.09 1.14 -0.07
C 1.380504 -6.087032 4.658249 -0.38 -0.19 0.04 -0.19
F 4.374592 2.493431 3.707598 -0.29 -0.79 -0.52 -0.34
H 2.021953 1.371356 3.553100 0.24 -0.16 -0.02 0.24
H 2.415846 -6.549461 1.455934 -0.26 0.11 0.15 0.24
C -2.176301 1.975354 1.851926 -1.46 0.71 0.04 0.54
H 0.823718 5.574660 1.313828 0.02 -0.33 0.05 0.21
C 4.099164 1.326024 3.024196 0.34 0.21 0.27 0.40
C 0.798101 4.480051 1.435732 0.15 -0.03 0.01 -0.61
H 0.218000 -7.507356 5.819764 0.13 0.03 -0.32 0.22
H 3.442179 -2.029783 1.238985 0.02 0.11 0.16 0.27
H 1.366492 4.228987 2.341099 -0.02 -0.01 -0.20 0.21
Cl -0.372294 -9.601116 3.986850 -0.64 -0.95 0.12 0.01
H 1.040687 -8.620463 1.723567 0.06 0.08 0.20 0.22
H 6.160458 1.133503 2.351845 -0.23 -0.17 0.10 0.24
H -4.673536 1.324871 0.744402 -0.01 -0.21 -0.03 0.24
C 0.234681 1.639275 1.754996 0.09 0.94 0.60 -0.10
O 3.095401 -3.494330 4.244599 -0.14 -0.62 -0.19 -0.96
H -1.199572 5.614131 0.165962 -0.03 -0.20 -0.06 0.19
F 5.926468 -1.213217 1.225727 -0.95 0.55 0.27 -0.34
C 5.162751 0.702474 2.373670 -0.57 -0.19 0.06 -0.34
C 1.875510 -6.733010 2.382821 -0.45 -0.11 0.01 -0.19
H -5.613426 -0.166675 1.010538 0.10 0.01 0.00 0.19
C 0.658376 -7.274996 4.848916 0.26 0.04 -0.50 -0.23
O -3.176470 2.734902 1.749956 1.08 -0.80 0.15 -0.68
H -1.112047 5.865072 2.614912 0.02 -0.18 0.03 0.19
H -2.352339 4.595113 2.770687 0.18 0.06 0.08 0.24
H 1.526751 -5.384244 5.480372 -0.17 -0.18 -0.25 0.24
C -0.819003 2.509230 1.727874 0.58 0.09 -0.16 -0.14
C 0.998249 -3.153321 2.621129 2.23 -3.51 0.25 -0.88
H 0.957941 -1.730084 1.637239 0.26 1.35 0.74 0.28
C -1.258022 -0.266396 2.098234 -0.66 -0.24 -0.41 -0.09
C 0.085015 0.230513 2.003820 1.06 -1.17 0.04 -0.19
```
Forces are in eV/Å.

The total energy comes out at -2828.35052 hartree. Its charge is -1. The largest force on an atom comes out at 4.167 eV/Å. The HOMO-LUMO gap comes out at 5.340 eV. The energy above the lowest of the compared OMol25 structures with the same formula, charge and spin comes out at 0.0000 eV.

=====

Let's list LUMO in order: 0.291, 1.269 eV.